# 1
Density functional theory data (ωB97M-V/def2-TZVPD) for C46H54Cl2N3O4S5SbSiTi as an isolated structure.

Calculated values
⟨S²⟩: 2.006
Maximum force: 0.03083 Eh/bohr
Orbital gap (alpha / beta): 4.1 / 5.1 eV
Lowest unoccupied orbital energy (alpha / beta): 3.6 / 3.6 eV
Highest occupied orbital energy (alpha / beta): -0.50 / -1.51 eV
Multiplicity: 3
Charge: -2
E: -6541.305398 Ha

Structure (XYZ):
```
117
Properties=species:S:1:pos:R:3:forces:R:3:mulliken_spin:R:1
Ti -0.250 -1.586 0.801 1.35 0.78 0.29 1.99
S 3.442 -8.086 1.588 -0.02 0.02 0.00 0.00
C 2.644 -6.626 1.392 0.00 0.01 -0.01 0.00
S 2.540 -5.780 -0.092 0.02 0.01 -0.08 0.00
C 1.608 -4.390 0.430 0.02 -0.02 -0.16 0.01
C 1.281 -4.389 1.742 -0.02 -0.05 0.24 0.03
S 0.398 -3.173 2.636 -0.14 -0.07 -0.04 0.03
S 1.836 -5.788 2.642 0.00 0.03 0.07 0.00
S 1.220 -3.168 -0.749 -0.09 0.03 -0.04 0.02
Cl -4.306 -1.593 6.832 0.03 -0.02 -0.01 0.00
C -3.198 -2.231 5.580 -0.10 -0.02 0.00 0.00
Cl -3.341 -4.006 5.480 0.00 -0.02 0.06 0.00
C -3.474 -1.621 4.175 -0.17 0.17 -0.04 0.01
O -4.654 -1.581 3.797 0.13 0.00 -0.06 0.00
O -2.426 -1.275 3.593 -0.04 0.05 0.11 0.00
H -2.192 -2.008 5.904 0.10 -0.03 0.02 0.00
C -1.565 -1.054 -4.946 -0.05 0.00 0.01 0.00
C -2.393 0.204 -5.066 0.00 0.06 0.02 0.00
C -3.065 0.440 -6.267 0.03 0.05 0.09 0.00
C -3.851 1.569 -6.450 0.02 0.00 0.05 0.00
C -3.973 2.488 -5.419 0.05 -0.07 0.02 0.00
C -3.309 2.265 -4.219 0.03 -0.10 -0.02 0.00
C -2.517 1.133 -4.016 0.04 0.02 -0.09 0.00
Sb -1.418 0.739 -2.167 -0.16 -0.19 0.17 0.13
C 0.486 1.181 -3.064 0.14 0.01 -0.01 -0.01
C 1.358 0.087 -3.019 -0.05 0.00 0.02 0.02
C 2.584 0.111 -3.670 -0.03 0.06 -0.02 0.01
C 2.963 1.255 -4.358 -0.06 -0.01 0.04 0.00
C 2.120 2.357 -4.380 -0.01 -0.03 0.04 0.00
C 0.878 2.341 -3.742 0.05 -0.01 0.00 0.00
C 0.029 3.586 -3.802 0.05 0.05 -0.07 0.00
C -2.035 2.494 -1.082 0.27 0.27 0.07 -0.01
C -3.406 2.730 -0.986 -0.06 -0.02 -0.02 0.00
C -3.914 3.771 -0.222 0.00 -0.02 0.00 0.00
C -3.041 4.590 0.482 -0.03 -0.01 -0.02 0.00
C -1.680 4.343 0.429 0.04 -0.09 0.04 0.00
C -1.154 3.296 -0.333 -0.07 -0.08 -0.10 0.01
C 0.332 3.050 -0.283 -0.07 0.11 0.04 0.00
H -1.267 -1.413 -5.932 -0.04 0.00 0.01 0.00
H -2.131 -1.852 -4.458 0.00 0.02 0.02 0.00
H -0.652 -0.908 -4.369 -0.01 0.04 -0.03 0.00
H -2.958 -0.276 -7.074 0.00 0.00 -0.01 0.00
H -4.359 1.728 -7.393 0.00 0.00 0.00 0.00
H -4.577 3.380 -5.545 0.01 -0.01 0.00 0.00
H -3.414 2.994 -3.425 0.05 0.03 -0.05 0.00
H 1.092 -0.801 -2.447 0.00 0.05 -0.04 -0.02
H 3.239 -0.749 -3.607 -0.01 0.03 -0.01 0.00
H 3.923 1.300 -4.857 0.00 -0.01 0.00 0.00
H 2.431 3.259 -4.898 -0.01 -0.02 0.01 0.00
H 0.595 4.454 -3.448 -0.01 -0.06 -0.04 0.00
H -0.862 3.505 -3.188 -0.07 -0.02 0.03 0.00
H -0.285 3.794 -4.829 -0.02 -0.02 0.04 0.00
H -4.103 2.075 -1.499 0.04 0.01 0.05 0.00
H -4.985 3.925 -0.159 0.02 -0.01 0.00 0.00
H -3.423 5.398 1.094 0.00 0.00 0.00 0.00
H -0.997 4.946 1.018 -0.02 -0.01 -0.02 0.00
H 0.742 3.398 0.668 -0.04 0.03 -0.08 0.00
H 0.857 3.573 -1.088 -0.04 -0.04 -0.01 0.00
H 0.582 1.993 -0.356 0.02 -0.12 0.00 0.01
C 5.314 1.173 0.890 -0.02 0.02 -0.05 0.00
C 4.004 0.798 0.179 0.02 0.07 -0.02 0.00
C 4.282 -0.437 -0.691 -0.02 0.01 -0.04 0.00
C 3.572 1.953 -0.735 -0.01 -0.06 -0.08 0.00
Si 2.622 0.339 1.426 0.22 0.16 0.19 0.06
O 1.283 -0.185 0.755 -0.37 -0.01 -0.29 -0.35
C 3.431 -0.880 2.616 0.09 -0.01 0.03 0.01
C 3.838 -0.536 3.908 0.06 -0.11 -0.03 0.00
C 4.506 -1.448 4.722 -0.03 -0.03 -0.11 0.00
C 4.789 -2.723 4.248 -0.03 0.07 -0.03 0.00
C 4.392 -3.086 2.966 -0.05 0.05 -0.01 0.00
C 3.714 -2.175 2.167 -0.02 -0.05 0.11 0.01
C 2.152 1.863 2.494 -0.05 -0.01 0.15 0.00
C 2.753 3.124 2.559 -0.12 -0.02 0.02 0.00
C 2.215 4.156 3.328 -0.02 -0.10 -0.03 0.00
C 1.058 3.946 4.067 0.04 -0.05 -0.05 0.00
C 0.455 2.692 4.047 0.04 -0.03 -0.05 0.01
C 1.001 1.673 3.276 0.05 0.10 -0.01 0.05
H 6.098 1.368 0.143 -0.05 -0.01 0.03 0.00
H 5.661 0.363 1.536 -0.02 0.02 -0.01 0.00
H 5.223 2.071 1.509 -0.01 -0.04 -0.02 0.00
H 4.943 -0.163 -1.529 -0.06 -0.01 0.05 0.00
H 3.363 -0.873 -1.095 0.08 0.03 0.03 0.00
H 4.786 -1.218 -0.117 -0.01 0.02 -0.01 0.00
H 4.386 2.207 -1.431 -0.05 -0.03 0.04 0.00
H 3.320 2.858 -0.176 0.00 0.00 0.01 0.00
H 2.702 1.681 -1.341 0.08 0.03 0.09 0.00
H 3.624 0.456 4.294 -0.01 0.00 -0.01 0.00
H 4.796 -1.163 5.727 0.01 0.00 0.00 0.00
H 5.304 -3.439 4.880 -0.01 0.02 -0.01 0.00
H 4.586 -4.088 2.597 -0.01 0.03 0.02 0.00
H 3.366 -2.487 1.186 0.00 0.01 0.03 0.00
H 3.649 3.329 1.985 0.00 0.00 0.00 0.00
H 2.700 5.126 3.345 0.00 -0.01 0.00 0.00
H 0.634 4.748 4.661 0.00 -0.01 -0.01 0.00
H -0.441 2.506 4.628 0.02 0.00 -0.01 0.00
H 0.524 0.697 3.273 0.02 0.02 0.01 0.00
C -4.887 -4.414 0.037 0.23 -0.02 0.06 0.00
N -3.576 -3.949 0.477 -0.09 0.26 0.39 0.04
C -3.328 -4.010 1.927 -0.02 -0.12 -0.15 -0.02
C -2.825 -3.127 -0.281 -0.36 -0.16 -0.33 0.03
C -3.118 -3.029 -1.762 0.22 0.10 0.25 0.01
O -1.890 -2.470 0.184 -0.94 -0.53 -0.38 -0.11
H -5.399 -4.829 0.902 0.02 0.00 0.00 0.00
H -4.808 -5.198 -0.718 0.00 -0.02 -0.04 0.00
H -5.502 -3.601 -0.352 -0.01 0.03 -0.02 0.00
H -3.431 -5.049 2.248 0.00 0.02 0.02 0.00
H -4.046 -3.386 2.464 0.00 -0.03 -0.04 0.00
H -2.320 -3.672 2.153 0.01 -0.03 -0.03 0.01
H -3.882 -3.707 -2.128 0.01 -0.04 0.05 0.00
H -2.168 -3.238 -2.253 0.03 0.05 -0.14 0.00
H -3.402 -1.999 -1.989 0.03 -0.01 -0.02 0.00
N -2.982 0.232 1.117 0.03 -0.06 0.05 0.01
N -1.581 0.266 1.473 -0.05 -0.21 -0.13 0.01
H -3.485 0.893 1.709 0.08 0.02 -0.02 0.00
H -3.298 -0.671 1.469 0.05 0.02 -0.03 0.01
H -1.492 0.180 2.486 -0.05 0.03 -0.02 0.00
H -1.186 1.150 1.161 -0.04 -0.14 0.10 0.00
```
Forces are in eV/Å.

***

# 2
Density functional theory data (ωB97M-V/def2-TZVPD) for a single C6H8FN molecule.

Calculated values
Maximum force: 0.07286 Eh/bohr
Orbital gap: 10.8 eV
Lowest unoccupied orbital energy: 1.0 eV
Highest occupied orbital energy: -9.87 eV
E: -387.927705 Ha

Structure (XYZ):
```
16
Properties=species:S:1:pos:R:3:forces:R:3:mulliken_charge:R:1
C -2.306 -1.651 -0.132 -0.47 -0.72 -0.64 0.20
C -1.405 -0.857 -0.011 0.03 -0.06 0.11 -1.22
C -0.234 0.074 0.209 -0.30 -0.83 -3.64 1.48
N -0.025 0.413 1.557 1.02 -1.13 1.67 -0.70
C 1.014 -0.512 -0.503 0.04 0.33 -0.16 -0.60
C 2.258 -0.335 -0.069 -0.82 -0.69 -0.38 -0.78
C -0.410 1.348 -0.709 -0.81 -0.99 0.41 -0.67
F -1.361 2.098 -0.069 -0.50 0.95 -0.02 -0.30
H -3.069 -2.418 -0.394 1.09 1.26 0.59 0.43
H -0.827 0.794 2.029 -0.43 0.43 -0.39 0.28
H 0.119 -0.491 2.046 0.21 0.84 -0.23 0.32
H 0.906 -0.853 -1.572 -0.33 0.34 1.32 0.26
H 3.019 -0.574 -0.764 0.89 -0.31 -0.42 0.28
H 2.566 -0.058 0.910 -0.15 0.48 0.60 0.32
H -0.770 1.148 -1.746 0.21 -0.31 0.84 0.29
H 0.527 1.873 -0.781 0.31 0.41 0.33 0.40
```
Forces are in eV/Å.

***

# 3
Density functional theory data (ωB97M-V/def2-TZVPD) for C29H25N5O15S5V as an isolated structure.

Calculated values
⟨S²⟩: 0.757
Maximum force: 0.05493 Eh/bohr
Orbital gap (alpha / beta): 6.9 / 7.1 eV
Lowest unoccupied orbital energy (alpha / beta): 3.8 / 4.0 eV
Highest occupied orbital energy (alpha / beta): -3.14 / -3.15 eV
Multiplicity: 2
Charge: -2
E: -5457.684491 Ha

Structure (XYZ):
```
80
Properties=species:S:1:pos:R:3:forces:R:3:mulliken_spin:R:1
V 0.548 0.257 -0.855 -1.45 -0.14 1.39 1.02
O 4.348 1.754 -0.055 -0.56 0.13 0.35 0.00
S 3.390 0.671 -0.120 2.70 0.22 -0.50 0.01
O 3.679 -0.260 -1.179 -0.35 -0.01 0.26 0.00
O 1.997 1.250 -0.173 0.44 0.26 0.45 -0.01
C 3.570 -0.164 1.486 -0.44 0.12 -0.09 0.00
C 4.513 0.402 2.333 0.00 0.08 -0.03 0.00
C 4.700 -0.091 3.614 0.04 -0.07 -0.02 0.00
C 3.962 -1.178 4.057 -0.05 0.02 -0.04 0.00
C 3.016 -1.744 3.222 -0.10 -0.10 -0.02 0.00
C 2.810 -1.235 1.951 -0.21 0.27 -0.57 0.00
S 1.487 -1.999 1.013 -0.14 -1.76 1.53 0.00
O 1.872 -3.381 0.876 0.28 0.38 -0.31 0.00
O 0.245 -1.816 1.730 0.32 0.24 -0.02 0.00
O 1.504 -1.269 -0.284 0.03 -0.51 0.13 0.01
H 5.058 1.258 1.965 0.05 0.01 0.08 0.00
H 5.408 0.388 4.278 0.04 0.00 -0.03 0.00
H 4.102 -1.564 5.058 -0.03 0.01 0.03 0.00
H 2.392 -2.567 3.543 0.04 -0.02 0.08 0.00
N -1.732 0.586 -3.554 0.07 0.03 -0.03 0.00
C -0.569 1.209 -4.153 0.03 -0.27 0.28 0.00
C 0.840 0.748 -3.693 -0.78 0.81 -2.21 0.01
O 1.748 0.799 -4.485 0.14 -0.47 0.67 -0.01
O 0.910 0.252 -2.476 1.27 -0.53 -2.47 -0.02
H -1.807 0.828 -2.573 -0.05 -0.01 0.02 0.00
H -1.628 -0.421 -3.595 -0.06 -0.02 0.05 0.00
H -0.615 2.289 -4.000 0.07 -0.03 -0.06 0.00
H -0.596 1.014 -5.227 0.19 0.13 0.04 0.00
O -2.751 -0.527 0.939 -0.24 -0.61 0.01 0.00
C -3.120 -1.784 0.664 -0.02 -0.29 -0.18 0.00
C -4.272 -2.248 1.309 -0.03 0.10 -0.02 0.00
C -4.738 -3.529 1.101 0.01 0.03 0.09 0.00
C -4.042 -4.392 0.264 -0.04 -0.06 -0.07 0.00
C -2.905 -3.940 -0.379 -0.11 0.03 0.10 0.00
C -2.430 -2.639 -0.212 -0.08 0.25 0.17 0.00
C -1.190 -2.216 -0.936 0.45 -0.53 -0.75 0.00
O -0.947 -0.914 -1.023 -0.50 -0.70 0.06 0.00
N -0.564 -3.214 -1.467 -1.06 0.30 -0.06 0.00
N 0.609 -3.309 -2.057 1.12 0.45 0.55 0.00
C 0.952 -3.228 -3.252 -0.82 0.02 -0.38 0.00
S 2.526 -3.816 -3.768 0.29 0.10 -0.18 0.00
C 2.597 -2.668 -5.172 -0.02 -0.20 0.30 0.00
C 1.257 -2.715 -5.888 -0.27 -0.01 0.13 0.00
S -0.082 -2.698 -4.647 0.12 0.10 0.22 0.00
H -1.897 -0.320 0.517 0.01 0.06 -0.13 0.01
H -4.780 -1.566 1.979 0.00 0.02 0.00 0.00
H -5.639 -3.863 1.602 0.00 0.00 0.04 0.00
H -4.385 -5.409 0.117 0.01 0.00 -0.03 0.00
H -2.343 -4.597 -1.026 0.01 0.00 -0.03 0.00
H 3.413 -2.984 -5.821 -0.01 0.05 -0.03 0.00
H 2.793 -1.675 -4.775 0.03 0.15 -0.09 0.00
H 1.143 -3.622 -6.483 0.13 0.05 -0.03 0.00
H 1.129 -1.833 -6.515 0.00 -0.02 -0.05 0.00
O -2.408 2.181 -0.352 0.11 0.15 -0.39 0.00
C -1.347 2.726 -0.591 -0.46 0.43 -0.20 0.01
C -1.046 4.191 -0.255 0.13 -0.14 -0.02 0.00
C 0.219 4.482 -1.045 0.03 -0.18 0.08 0.00
C 0.611 3.118 -1.626 -0.27 0.75 -0.40 0.00
O 1.525 2.975 -2.408 0.01 -0.02 0.14 0.00
N -0.298 2.154 -1.248 0.45 -0.01 0.07 0.01
H -0.882 4.249 0.824 -0.08 0.00 0.02 0.00
H -1.891 4.829 -0.510 -0.06 -0.09 0.04 0.00
H 1.047 4.850 -0.440 0.02 0.02 -0.04 0.00
H 0.061 5.167 -1.878 0.05 0.03 0.02 0.00
O 1.109 0.833 5.165 -0.01 -0.26 -0.30 0.00
S 0.900 1.778 4.098 -0.33 0.55 0.83 0.00
O 1.649 3.005 4.212 0.00 -0.02 -0.34 0.00
N 1.040 1.119 2.626 0.34 -0.18 -0.25 0.00
C -0.093 1.078 1.989 -0.47 0.25 0.28 0.00
O -0.306 0.633 0.811 -0.03 0.46 1.55 -0.05
C -1.254 1.661 2.757 -0.29 0.10 -0.07 0.00
C -2.578 1.786 2.364 -0.09 0.09 0.07 0.00
C -3.460 2.427 3.226 0.03 0.01 0.05 0.00
C -3.034 2.933 4.449 0.07 -0.05 0.01 0.00
C -1.709 2.790 4.843 0.15 0.13 0.26 0.00
C -0.845 2.154 3.981 0.30 -0.33 -0.40 0.00
H -2.907 1.411 1.408 0.00 0.22 0.40 0.00
H -4.498 2.539 2.938 0.00 0.00 -0.04 0.00
H -3.734 3.442 5.100 -0.01 -0.01 0.02 0.00
H -1.355 3.176 5.790 -0.02 0.01 0.03 0.00
```
Forces are in eV/Å.

***

# 4
Density functional theory data (ωB97M-V/def2-TZVPD) for a single C2H4N4 molecule.

Calculated values
Maximum force: 0.01189 Eh/bohr
Orbital gap: 8.6 eV
Lowest unoccupied orbital energy: 0.2 eV
Highest occupied orbital energy: -8.37 eV
E: -297.488996 Ha

Structure (XYZ):
```
10
Properties=species:S:1:pos:R:3:forces:R:3:mulliken_charge:R:1
H 0.013 -0.967 -2.022 0.28 0.14 -0.40 0.21
N 0.309 -0.904 -1.047 0.40 -0.46 -0.06 -0.18
N 1.496 -0.470 -0.942 -0.29 -0.12 0.15 -0.30
C 1.650 0.084 0.290 -0.01 0.05 0.09 0.10
N 0.594 0.601 0.880 0.04 0.02 -0.27 -0.54
N -0.518 0.436 0.186 -0.38 0.30 0.15 0.13
C -1.720 0.339 0.578 0.14 0.16 0.06 -0.31
H 2.642 0.303 0.668 -0.20 -0.03 -0.02 0.38
H -1.997 0.189 1.616 0.04 -0.05 0.03 0.28
H -2.471 0.390 -0.205 -0.01 0.00 0.26 0.23
```
Forces are in eV/Å.